{
  "formula": "C7H29NO7",
  "method": "ωB97M-V with the def2-TZVPD basis set",
  "total_energy_ha": -865.472425,
  "smiles": "C/C=C/CCCCN.O.O.O.O.O.O.O",
  "homo_lumo_gap_ha": 0.3374,
  "de_lowest_kj_mol": 202.07,
  "homo_energy_ev": -8.831,
  "multiplicity": 1,
  "elements": ["H", "C", "H", "H", "C", "H", "H", "O", "C", "H", "H", "C", "H", "H", "O", "H", "N", "C", "H", "O", "H", "H", "H", "O", "H", "H", "H", "H", "H", "H", "C", "H", "O", "H", "O", "H", "C", "H", "H", "H", "H", "H", "H", "O"],
  "xyz": [[-1.879, 3.522, -0.442], [-2.680, 0.548, -0.910], [-0.943, -2.517, 1.252], [1.225, -0.089, -4.491], [-1.084, -2.735, -2.296], [2.146, -4.035, 0.721], [3.792, 0.121, 1.984], [2.551, -3.329, 1.231], [-1.200, 2.673, -0.434], [-0.011, -2.525, -2.232], [-1.733, -0.837, 3.052], [-1.867, 1.387, 0.079], [0.582, 1.187, 0.468], [0.182, -1.543, 1.757], [0.231, 1.699, 3.447], [-1.221, -3.807, -2.424], [0.976, 2.052, 0.812], [-1.837, -0.600, -1.347], [-2.888, -2.330, -1.038], [-0.259, -1.902, 0.976], [-0.632, -0.023, 3.714], [-0.864, -0.222, -1.679], [-3.685, 0.448, -0.520], [3.552, -0.473, 1.270], [-0.419, 3.350, 1.512], [0.426, 4.003, 0.163], [3.953, -1.331, 1.449], [-2.462, 1.638, 0.970], [1.838, -2.717, 1.445], [-1.212, -2.399, -3.339], [-0.078, 3.099, 0.507], [-2.790, 1.125, -1.823], [1.979, -0.615, -4.222], [-1.091, 0.878, 0.639], [1.831, 0.290, -1.641], [2.242, -0.386, -3.314], [-1.980, -1.908, -1.458], [-0.844, 2.488, -1.449], [0.954, 2.250, 3.735], [2.627, 0.761, -1.398], [1.212, -0.033, -0.984], [1.809, 2.259, 0.279], [0.422, 1.493, 2.525], [-0.871, -0.917, 3.456]],
  "forces_ev_per_a": [[-0.342, -0.061, -0.330], [0.783, 0.372, 0.362], [0.088, 0.105, 0.327], [0.007, 0.204, 0.411], [1.078, 0.092, -1.961], [-0.094, 0.088, -0.029], [0.125, -0.126, 0.163], [0.310, 0.050, 0.224], [0.083, -0.277, 0.507], [-0.066, -0.098, 0.778], [-0.348, 0.046, -0.145], [-0.249, 1.307, 1.464], [0.509, -0.212, -0.153], [-0.753, -0.170, 0.376], [-0.792, -0.426, 0.711], [-0.247, -0.061, 0.868], [-0.818, 0.691, -0.756], [0.684, -0.180, -0.263], [-0.112, -0.297, -0.211], [0.868, 0.115, -0.651], [0.252, 0.501, 0.233], [-0.124, 0.062, -0.307], [-0.116, -0.892, -0.012], [-0.220, 0.133, -0.265], [-0.791, 0.169, -0.176], [-0.002, -0.071, -0.230], [-0.081, 0.004, 0.036], [-0.440, 0.329, -0.381], [-0.088, -0.172, -0.294], [-0.346, -0.022, 0.109], [1.225, -0.230, 0.761], [-0.187, 0.405, -0.186], [0.612, -0.508, -0.331], [0.088, -1.150, -0.582], [-0.310, -0.023, -1.647], [-0.786, 0.121, -0.371], [-1.224, 0.248, 0.353], [0.236, 0.194, -0.052], [0.279, 0.159, 0.060], [-0.256, -0.256, 1.164], [0.810, 0.108, 0.640], [0.008, -0.253, -0.028], [0.565, 0.368, -0.383], [0.183, -0.383, 0.197]],
  "nbo_charge": [0.2135, -0.4486, 0.4794, 0.4651, -0.6678, 0.4757, 0.4695, -0.9608, -0.4202, 0.2341, 0.4672, -0.3871, 0.3510, 0.4937, -0.9893, 0.2214, -0.8712, -0.1557, 0.1901, -0.9732, 0.5027, 0.1617, 0.2191, -0.9622, 0.1953, 0.1959, 0.4935, 0.2074, 0.4818, 0.2225, -0.2277, 0.2143, -0.9756, 0.1890, -0.9850, 0.4964, -0.1948, 0.2039, 0.4788, 0.4985, 0.5034, 0.3709, 0.4963, -0.9730]
}